Entry from the OMol25 dataset: a molecular structure, C8H22ClInN2P in a non-equilibrium geometry (the ωB97M-V functional and the def2-TZVPD basis).

Values from the calculation:
Orbital gap in eV: 6.86
Net charge: -1

```
35
C8H22ClInN2P (the ωB97M-V functional and the def2-TZVPD basis)
C 2.9591 -2.7662 -1.0594
C 3.0467 -1.2245 -1.2337
C 1.6475 -0.5524 -1.4036
In 1.1730 0.4927 0.5524
Cl 0.9793 -1.1944 2.3547
C -0.7094 1.6992 0.4307
C -1.8492 1.2971 1.4159
C -2.2111 -0.2139 1.4289
C -3.6355 -0.5189 0.8908
C -3.8378 -0.1394 -0.5991
N -2.6168 -0.4087 -1.4001
P 3.2613 1.8646 1.0815
N 3.8840 2.4705 -0.3009
H 2.4253 -3.1670 -1.9304
H 3.9840 -3.1641 -1.0683
H 2.4377 -2.9943 -0.1236
H 3.6541 -0.7666 -0.4393
H 3.6175 -1.0374 -2.1628
H 0.8539 -1.2447 -1.7097
H 1.7557 0.2493 -2.1479
H -1.1450 1.7474 -0.5810
H -0.4431 2.7469 0.6788
H -2.7575 1.8851 1.1902
H -1.5328 1.5751 2.4326
H -2.2135 -0.5396 2.4805
H -1.5089 -0.8521 0.8900
H -4.4072 -0.0492 1.5192
H -3.7920 -1.6076 0.9917
H -4.6557 -0.7823 -0.9818
H -4.1932 0.8924 -0.7169
H -2.6148 0.2730 -2.1454
H -2.7303 -1.3328 -1.7879
H 3.0123 2.9091 2.0360
H 4.2362 0.9727 1.6339
H 3.9262 3.4810 -0.2158
```

Results of the Löwdin charge analysis, in e, for atoms 1 through 8:
1. C -0.135
2. C -0.386
3. C -0.295
4. In 0.384
5. Cl -0.141
6. C -0.310
7. C -0.308
8. C -0.269

Entry from the OMol25 dataset: a molecular structure, C8H22ClO4Y in a non-equilibrium geometry (the ωB97M-V functional and the def2-TZVPD basis).

Values from the calculation:
Orbital gap in eV: 1.65
Net charge: +2
Energy relative to the best compared isomer or geometry (same formula, charge and spin) in kJ/mol: 625.2

```
36
C8H22ClO4Y (the ωB97M-V functional and the def2-TZVPD basis)
Y -3.1782 -6.0514 -5.7800
Cl -0.9060 -3.2511 -2.6696
C -2.6615 4.1495 -0.9917
C -2.6753 3.6789 0.4339
C -3.6665 4.4759 1.2044
O -3.1393 2.3770 0.4291
H -2.1617 5.1163 -1.0522
H -3.6501 4.2909 -1.4285
H -2.1609 3.4153 -1.6229
H -1.6780 3.7277 0.8709
H -3.8871 4.0389 2.1783
H -4.6313 4.5726 0.7066
H -3.2681 5.4525 1.4792
H -2.6125 1.8229 -0.1514
C 0.7555 -3.7335 6.0343
C 0.0975 -4.0564 4.6476
C -1.1448 -3.1857 4.2843
O 1.0385 -3.6746 3.6696
H 0.0765 -3.9243 6.8654
H 1.1870 -2.7326 6.0374
H 1.6718 -4.3053 6.1812
H -0.2508 -5.0890 4.6259
H -0.8578 -2.1345 4.2553
H -1.9540 -3.4459 4.9666
H -1.4682 -3.4482 3.2770
H 0.5774 -3.8250 2.8411
C 4.8246 0.0752 -5.0951
C 3.9246 1.3093 -4.8796
O 3.5345 1.8207 -6.1504
O 3.9819 -1.0185 -5.4041
H 5.3987 -0.1891 -4.2071
H 5.5762 0.1842 -5.8770
H 4.3440 2.0148 -4.1624
H 3.0462 0.9918 -4.3177
H 2.6922 1.4127 -6.3641
H 3.2253 -0.8618 -4.8343
```

Results of the natural (NBO) charge analysis, in e, for atoms 1 through 8:
1. Y 1.334
2. Cl -0.208
3. C -0.609
4. C 0.077
5. C -0.630
6. O -0.597
7. H 0.232
8. H 0.226

Entry from the OMol25 dataset: C8H22N2O2Si in the gas phase in a non-equilibrium geometry (the ωB97M-V functional and the def2-TZVPD basis).

Values from the calculation:
Orbital gap in eV: 9.26
Net charge: 0
Structure (SMILES): CO[Si](C)(CCCNCCN)OC
Energy relative to the best compared isomer or geometry (same formula, charge and spin) in kJ/mol: 145.0

```
35
C8H22N2O2Si (the ωB97M-V functional and the def2-TZVPD basis)
C -0.4408 1.4024 1.7864
O -0.1633 2.4494 0.9178
Si 1.3392 2.2704 0.1028
C 2.1643 3.9136 0.1526
C 0.9316 1.5299 -1.5452
C -0.2720 0.4597 -1.6165
C -0.0298 -0.9144 -1.1127
N -1.2874 -1.7300 -1.0189
C -1.2826 -2.8639 -0.1084
C -2.7060 -3.3187 0.2439
N -3.5235 -3.7451 -0.9230
O 2.2008 0.9329 0.7020
C 2.9043 1.0889 1.8426
H -0.5705 1.7989 2.8082
H -1.4050 0.9354 1.4865
H 0.2872 0.5648 1.8764
H 1.4802 4.6864 0.2414
H 2.5452 3.8393 -0.8996
H 3.0431 4.0319 0.7574
H 1.8392 0.9888 -1.9435
H 0.7917 2.4529 -2.1741
H -1.1713 0.9352 -1.1465
H -0.6067 0.4182 -2.6849
H 0.4107 -1.0118 -0.1587
H 0.6946 -1.3566 -1.8608
H -1.5028 -1.9886 -2.0058
H -0.7796 -2.5171 0.8286
H -0.7404 -3.6316 -0.5795
H -3.1868 -2.4511 0.7997
H -2.5943 -4.1984 0.9454
H -3.2503 -4.7209 -1.2035
H -4.5373 -3.7735 -0.7681
H 3.9316 1.1102 1.4168
H 2.8071 0.3264 2.5361
H 2.6796 2.0863 2.3049
```

Results of the natural (NBO) charge analysis, in e, for atoms 1 through 8:
1. C -0.263
2. O -0.883
3. Si 2.121
4. C -1.167
5. C -0.945
6. C -0.392
7. C -0.223
8. N -0.636

Entry from the OMol25 dataset: a molecular structure, C8H23ClI2NO2P2Re in a non-equilibrium geometry (the ωB97M-V functional and the def2-TZVPD basis).

Values from the calculation:
Orbital gap (spin up / spin down) in eV: 5.94 / 6.48
Net charge: +3
Expectation value of S²: 3.94
Spin multiplicity: 4

```
40
C8H23ClI2NO2P2Re (the ωB97M-V functional and the def2-TZVPD basis)
I 0.0766 -0.6883 -2.6695
I 0.1715 2.2363 -3.8715
Re 0.1673 -0.0089 -0.1234
P -1.8378 1.0571 -0.1224
C -2.6634 1.0622 -1.7734
C -3.0712 0.1681 0.9109
H -3.8966 0.8559 1.1670
H -3.2064 2.9557 0.5389
H -2.5874 -0.2034 1.8298
H -1.5899 2.9493 1.3585
H -2.4605 0.1228 -2.3082
H -3.4465 -0.6862 0.3226
C -2.1165 2.7932 0.4050
H -3.7478 1.1716 -1.6599
H -1.7127 3.4591 -0.3739
H -2.2628 1.8833 -2.3856
P 2.1161 1.1222 -0.1424
C 2.9704 1.0961 -1.7611
C 2.4343 2.8243 0.4501
H 2.7524 -0.1177 1.9035
H 4.1177 0.7841 1.1923
H 3.5670 -0.7497 0.4358
C 3.2444 0.1626 0.9551
H 1.8833 3.0000 1.3842
H 3.5253 2.9136 0.6280
H 4.0492 1.1873 -1.5798
H 2.5876 1.9484 -2.3439
H 2.1145 3.5065 -0.3497
H 2.7250 0.1650 -2.2893
Cl 0.1358 0.7698 2.1187
N -0.8272 -4.4594 1.5230
C -0.1796 -4.0923 0.2596
C -0.0395 -2.6065 0.4226
O -0.9476 -1.9980 1.0227
O 1.0096 -2.0289 -0.0570
H -0.3210 -4.0353 2.3179
H -0.8572 -5.4851 1.5589
H -1.7925 -4.0826 1.5521
H 0.7600 -4.5884 0.1326
H -0.8437 -4.3639 -0.5788
```

Results of the natural (NBO) charge analysis, in e, for atoms 1 through 8:
1. I 0.298
2. I 0.333
3. Re 0.672
4. P 1.061
5. C -0.942
6. C -0.916
7. H 0.291
8. H 0.289

Which value of net charge does entry 3 give?
0

What did the third record say?
Entry from the OMol25 dataset: C8H22N2O2Si in the gas phase in a non-equilibrium geometry (the ωB97M-V functional and the def2-TZVPD basis).

Values from the calculation:
Orbital gap in eV: 9.26
Net charge: 0
Structure (SMILES): CO[Si](C)(CCCNCCN)OC
Energy relative to the best compared isomer or geometry (same formula, charge and spin) in kJ/mol: 145.0

```
35
C8H22N2O2Si (the ωB97M-V functional and the def2-TZVPD basis)
C -0.4408 1.4024 1.7864
O -0.1633 2.4494 0.9178
Si 1.3392 2.2704 0.1028
C 2.1643 3.9136 0.1526
C 0.9316 1.5299 -1.5452
C -0.2720 0.4597 -1.6165
C -0.0298 -0.9144 -1.1127
N -1.2874 -1.7300 -1.0189
C -1.2826 -2.8639 -0.1084
C -2.7060 -3.3187 0.2439
N -3.5235 -3.7451 -0.9230
O 2.2008 0.9329 0.7020
C 2.9043 1.0889 1.8426
H -0.5705 1.7989 2.8082
H -1.4050 0.9354 1.4865
H 0.2872 0.5648 1.8764
H 1.4802 4.6864 0.2414
H 2.5452 3.8393 -0.8996
H 3.0431 4.0319 0.7574
H 1.8392 0.9888 -1.9435
H 0.7917 2.4529 -2.1741
H -1.1713 0.9352 -1.1465
H -0.6067 0.4182 -2.6849
H 0.4107 -1.0118 -0.1587
H 0.6946 -1.3566 -1.8608
H -1.5028 -1.9886 -2.0058
H -0.7796 -2.5171 0.8286
H -0.7404 -3.6316 -0.5795
H -3.1868 -2.4511 0.7997
H -2.5943 -4.1984 0.9454
H -3.2503 -4.7209 -1.2035
H -4.5373 -3.7735 -0.7681
H 3.9316 1.1102 1.4168
H 2.8071 0.3264 2.5361
H 2.6796 2.0863 2.3049
```

Results of the natural (NBO) charge analysis, in e, for atoms 1 through 8:
1. C -0.263
2. O -0.883
3. Si 2.121
4. C -1.167
5. C -0.945
6. C -0.392
7. C -0.223
8. N -0.636